# C16H31Br2F3N3O5P

A cluster of 3 separate species, C16H31Br2F3N3O5P in total (ωB97M-V/def2-TZVPD, the OMol25 dataset).

total energy	-6957.76820	Eh
E_HOMO	-8.9	eV
max |F|	0.017	hartree/bohr
lowest unoccupied orbital energy	0.44	eV
gap between HOMO and LUMO	9.376	eV

Atoms and positions in Å:
C  -2.868  1.220  1.260
C  -1.446  1.313  1.829
C  -0.462  0.550  0.926
P  1.274  1.157  0.847
Br  3.352  0.097  1.095
Br  1.306  3.379  0.228
C  1.465  0.699  -0.987
C  1.297  -0.783  -1.429
O  1.388  -1.809  -0.468
C  0.013  -1.043  -2.245
F  -0.309  0.000  -3.049
F  -1.080  -1.290  -1.496
F  0.171  -2.100  -3.042
C  1.486  1.679  2.643
C  1.411  0.551  3.722
N  0.259  0.816  4.580
N  2.652  0.642  4.522
N  1.176  -0.770  3.146
H  -2.932  1.660  0.259
H  -3.181  0.170  1.183
H  -3.584  1.722  1.922
H  -1.165  2.371  1.893
H  -1.433  0.883  2.831
H  -0.477  -0.510  1.203
H  -0.839  0.612  -0.102
H  2.452  1.056  -1.292
H  0.736  1.321  -1.516
H  2.093  -0.990  -2.159
H  1.111  -1.503  0.404
H  2.458  2.180  2.705
H  0.740  2.451  2.864
H  0.366  1.746  4.971
H  0.286  0.171  5.366
H  2.772  -0.242  5.014
H  3.450  0.711  3.896
H  2.044  -1.261  2.990
H  0.541  -1.341  3.688
O  -0.346  -3.243  4.043
C  -1.224  -3.425  3.247
C  -2.095  -4.651  3.075
C  -2.687  -4.455  1.680
C  -2.695  -2.935  1.557
O  -1.566  -2.490  2.335
H  -2.855  -4.633  3.858
H  -1.499  -5.552  3.187
H  -3.672  -4.894  1.543
H  -2.018  -4.880  0.931
H  -3.596  -2.486  1.982
H  -2.564  -2.574  0.540
O  3.239  2.946  -5.322
C  2.152  2.865  -5.808
C  1.130  1.753  -5.653
C  0.161  2.011  -6.804
C  0.290  3.521  -6.980
O  1.645  3.830  -6.615
H  0.652  1.867  -4.678
H  1.622  0.785  -5.693
H  -0.861  1.692  -6.610
H  0.510  1.503  -7.704
H  -0.378  4.072  -6.314
H  0.131  3.860  -8.000

---

# C16H31N6O2SSiTc

A structure of composition C16H31N6O2SSiTc (ωB97M-V/def2-TZVPD, the OMol25 dataset).

total energy	-1874.89686	Eh
E_HOMO (alpha / beta)	-15.4 / -15.4	eV
max |F|	0.012	hartree/bohr
total charge	+3
relative energy (zero: lowest compared OMol25 entry of this formula, charge and spin)	6.5	kcal/mol
lowest unoccupied orbital energy (alpha / beta)	-10.23 / -10.21	eV
gap between HOMO and LUMO (alpha / beta)	5.139 / 5.171	eV
multiplicity	2
<S²>	0.76

Atoms and positions in Å:
Tc  1.327  -0.008  0.538
N  -0.444  -1.048  0.000
C  -0.851  -0.606  -1.374
C  -2.317  -0.886  -1.699
C  -2.719  -0.496  -3.140
C  -3.733  0.660  -3.198
N  -3.572  1.495  -4.385
C  -4.454  1.677  -5.374
N  -4.265  2.673  -6.235
N  -5.508  0.882  -5.522
C  -0.469  0.858  -1.465
O  -1.001  1.693  -2.116
O  0.679  1.139  -0.748
H  -0.303  -2.058  0.002
H  -1.220  -0.880  0.645
H  -0.199  -1.144  -2.070
H  -2.943  -0.358  -0.973
H  -2.489  -1.952  -1.541
H  -3.135  -1.372  -3.637
H  -1.839  -0.218  -3.720
H  -3.630  1.308  -2.327
H  -4.753  0.282  -3.169
H  -2.770  2.107  -4.387
H  -3.564  3.378  -6.082
H  -4.845  2.776  -7.052
H  -5.611  0.029  -5.002
H  -6.195  1.064  -6.235
C  3.560  1.346  0.463
Si  4.295  -0.411  0.353
C  5.012  -0.925  1.979
C  5.360  -0.686  -1.131
C  2.636  -1.366  0.062
H  4.182  2.003  1.075
H  2.597  1.465  1.043
H  3.396  1.819  -0.505
H  5.962  -0.415  2.155
H  5.214  -1.998  2.001
H  4.356  -0.686  2.820
H  6.283  -0.108  -1.047
H  4.868  -0.389  -2.059
H  5.638  -1.738  -1.209
H  2.429  -2.223  0.722
H  2.507  -1.690  -0.980
N  -0.229  -1.198  7.353
C  -0.524  -0.170  6.554
S  -1.570  1.049  6.824
C  0.059  -0.190  5.181
C  -0.088  -1.310  4.350
C  0.298  -1.225  3.038
N  0.901  -0.124  2.519
C  1.096  0.941  3.349
C  0.673  0.948  4.649
H  -0.644  -1.233  8.274
H  0.533  -1.827  7.162
H  -0.547  -2.218  4.717
H  0.167  -2.066  2.369
H  1.599  1.799  2.925
H  0.802  1.829  5.262

---

# C16H31NOP2Pd

A structure of composition C16H31NOP2Pd at a distorted geometry (ωB97M-V/def2-TZVPD, the OMol25 dataset).

total energy	-1568.59800	Eh
E_HOMO (alpha / beta)	-6.1 / -7.9	eV
max |F|	0.069	hartree/bohr
relative energy (zero: lowest compared OMol25 entry of this formula, charge and spin)	0.0	kcal/mol
lowest unoccupied orbital energy (alpha / beta)	0.53 / -1.19	eV
gap between HOMO and LUMO (alpha / beta)	6.676 / 6.687	eV
multiplicity	3
<S²>	2.01

Atoms and positions in Å:
P  -0.045  0.492  -3.464
P  -0.033  -1.775  -1.369
C  1.593  -0.377  -3.175
C  1.432  -1.787  -2.571
H  2.306  0.278  -2.642
H  2.015  -0.470  -4.172
H  1.204  -2.530  -3.351
H  2.335  -2.149  -2.081
C  0.837  -1.385  0.163
H  0.093  -1.359  0.972
H  1.332  -0.408  0.115
H  1.592  -2.160  0.348
C  -1.030  -3.262  -0.902
H  -0.455  -4.187  -0.913
H  -1.896  -3.319  -1.560
H  -1.432  -3.070  0.096
C  -0.418  2.042  -2.348
H  -1.443  1.933  -1.939
H  -0.324  2.988  -2.905
H  0.262  2.101  -1.485
C  -0.498  -0.797  -4.812
H  0.347  -1.476  -4.931
H  -0.537  -0.075  -5.642
H  -1.413  -1.392  -4.710
Pd  -1.509  -0.666  -2.383
C  1.170  1.820  5.162
C  2.225  2.017  4.370
C  2.509  1.344  3.048
C  1.677  1.958  1.906
C  0.241  1.526  1.833
C  -0.443  0.628  2.559
C  0.076  -0.104  3.783
C  0.094  0.704  5.084
C  -3.301  -0.230  -3.388
H  1.039  2.508  6.027
H  2.988  2.774  4.642
H  2.426  0.257  3.113
H  3.565  1.548  2.827
H  1.629  3.045  2.027
H  2.219  1.728  0.987
H  -0.282  1.990  1.006
H  -1.508  0.399  2.256
H  1.065  -0.556  3.575
H  -0.589  -0.964  3.921
H  -0.903  1.172  5.261
H  0.285  0.053  5.971
H  -3.930  -1.061  -3.047
H  -3.053  -0.210  -4.453
H  -3.612  0.731  -2.965
O  -3.916  0.492  0.901
C  -3.288  -0.089  0.057
N  -2.700  -0.671  -0.800

---

# C16H31O8

A cluster of 6 separate species, C16H31O8 in total at a distorted geometry (ωB97M-V/def2-TZVPD, the OMol25 dataset).

total energy	-1230.25330	Eh
E_HOMO	-5.1	eV
max |F|	0.062	hartree/bohr
total charge	-1
relative energy (zero: lowest compared OMol25 entry of this formula, charge and spin)	0.0	kcal/mol
lowest unoccupied orbital energy	2.61	eV
gap between HOMO and LUMO	7.706	eV

Atoms and positions in Å:
O  -0.577  0.132  0.378
C  -1.516  0.332  1.435
O  -1.898  -0.748  1.976
O  -1.835  1.480  1.710
H  -0.634  -0.850  0.380
C  -3.908  2.890  -0.595
C  -2.635  3.431  -1.160
O  -2.264  4.529  -0.956
C  -1.759  2.478  -1.918
H  -4.528  2.528  -1.420
H  -4.458  3.663  -0.062
H  -3.655  2.116  0.135
H  -0.897  3.058  -2.261
H  -2.256  2.174  -2.847
H  -1.371  1.623  -1.369
C  1.761  2.767  -0.307
C  1.697  3.091  1.165
O  1.146  4.056  1.549
C  2.350  2.130  2.128
H  2.754  2.368  -0.529
H  1.660  3.693  -0.871
H  0.994  2.040  -0.567
H  3.354  2.516  2.331
H  2.441  1.125  1.730
H  1.787  2.137  3.060
C  -2.951  -0.970  -2.445
C  -4.410  -1.066  -2.780
O  -5.238  -0.568  -2.076
C  -4.814  -1.802  -4.030
H  -2.489  -1.957  -2.566
H  -2.824  -0.681  -1.402
H  -2.390  -0.241  -3.030
H  -5.802  -1.469  -4.340
H  -4.889  -2.869  -3.805
H  -4.103  -1.643  -4.841
C  1.814  -1.339  3.534
C  1.987  -2.745  3.035
O  3.080  -3.155  2.763
C  0.735  -3.578  2.961
H  1.638  -1.383  4.614
H  0.955  -0.848  3.081
H  2.690  -0.722  3.348
H  0.303  -3.588  1.963
H  0.014  -3.223  3.691
H  1.008  -4.604  3.231
C  2.703  -1.725  -0.305
C  4.026  -1.036  -0.222
O  4.092  0.116  0.056
C  5.260  -1.834  -0.553
H  1.912  -1.182  0.202
H  2.841  -2.725  0.111
H  2.411  -1.837  -1.357
H  5.090  -2.869  -0.252
H  6.142  -1.420  -0.073
H  5.457  -1.792  -1.628

---

The lowest total energy belongs to which entry?
C16H31Br2F3N3O5P